DFT (ωB97M-V/def2-TZVPD) results for a 3-piece molecular cluster, C30H58N4O3P overall in a non-equilibrium geometry.

Values from the calculation:
Electronic energy = -1963.56101 Ha
Charge = +1
<S²> = 2.009
E_HOMO (spin up / spin down) = -10.4 / -11.1 eV
HOMO-LUMO gap (spin up / spin down) = 6.3 / 7.1 eV
Spin multiplicity = 3

XYZ file:
```
96
C30H58N4O3P (ωB97M-V/def2-TZVPD)
C -0.754 -4.734 4.005
C -1.206 -3.215 4.079
C -0.002 -2.272 3.676
C -2.553 -2.894 3.332
C -3.699 -3.717 4.095
C -2.590 -3.356 1.827
O -1.392 -2.990 1.074
P -1.202 -3.815 -0.324
C 0.567 -3.448 -0.894
N 0.988 -4.275 -2.030
C -1.398 -5.628 -0.155
C -2.259 -6.443 -1.045
C -2.331 -7.853 -0.737
N -1.727 -8.564 0.236
C -0.925 -7.852 1.064
C -0.755 -6.428 0.886
H 0.221 -4.796 3.460
H -0.677 -5.186 5.029
H -1.501 -5.337 3.426
H -1.399 -3.008 5.170
H 0.756 -2.182 4.487
H -0.425 -1.301 3.324
H 0.536 -2.714 2.789
H -2.784 -1.809 3.440
H -3.242 -4.203 4.996
H -4.496 -3.029 4.464
H -4.136 -4.536 3.474
H -3.455 -2.825 1.335
H -2.844 -4.444 1.818
H -2.117 -3.342 -1.321
H 0.607 -2.350 -1.124
H 1.211 -3.617 0.011
H 0.853 -5.256 -1.775
H 0.403 -4.010 -2.824
H -2.826 -5.975 -1.883
H -3.009 -8.444 -1.403
H -0.406 -8.351 1.914
H -0.101 -5.895 1.618
C 2.032 2.257 0.829
C 0.713 2.003 1.601
C -0.360 2.999 1.129
C -0.129 4.418 1.644
C 0.038 4.427 3.161
C 1.119 3.450 3.651
N 0.957 2.083 3.072
O -0.062 1.499 3.686
C 2.515 4.011 3.306
C 1.107 3.427 5.191
C 0.295 0.591 1.165
H 2.095 1.647 -0.074
H 2.137 3.289 0.493
H 2.906 1.996 1.429
H -1.350 2.667 1.464
H -0.399 3.011 0.035
H 0.743 4.867 1.162
H -0.981 5.047 1.368
H 0.276 5.442 3.491
H -0.926 4.178 3.620
H 3.299 3.299 3.572
H 2.708 4.929 3.866
H 2.635 4.277 2.258
H 0.132 3.160 5.600
H 1.349 4.414 5.590
H 1.846 2.723 5.579
H 1.040 -0.150 1.468
H 0.195 0.538 0.077
H -0.674 0.290 1.572
C -0.523 4.449 -4.864
C 0.771 4.112 -4.075
C 1.983 4.182 -5.020
C 2.058 3.004 -5.989
C 1.989 1.677 -5.240
C 0.773 1.580 -4.304
N 0.636 2.776 -3.421
O 1.560 2.689 -2.477
C -0.509 1.389 -5.143
C 0.874 0.275 -3.492
C 0.886 5.250 -3.045
H -0.756 5.515 -4.817
H -0.451 4.209 -5.925
H -1.391 3.933 -4.448
H 2.909 4.207 -4.435
H 1.958 5.117 -5.587
H 1.260 3.064 -6.733
H 2.996 3.056 -6.551
H 1.969 0.856 -5.962
H 2.913 1.551 -4.665
H -1.397 1.397 -4.506
H -0.489 0.427 -5.660
H -0.639 2.136 -5.921
H 1.804 0.203 -2.925
H 0.849 -0.592 -4.157
H 0.037 0.182 -2.793
H 0.033 5.246 -2.360
H 0.906 6.219 -3.547
H 1.801 5.193 -2.454
```

Results of the Mulliken charge analysis, in e, for atoms 1 through 5:
1 C -1.20
2 C 0.10
3 C -1.08
4 C 0.30
5 C -1.38